Formula: C18H20FN7O2S2
Source: OMol25
Level of theory: ωB97M-V with the def2-TZVPD basis set

Last column: natural (NBO) charge in e.
Element x y z (Å)
C1 5.193287 -0.457250 -0.055700  -0.5997
C2 4.639917 0.861406 0.481784  -0.4507
C3 3.255229 1.106056 0.008671  0.0391
N1 2.268770 1.406469 0.774758  -0.2709
N2 1.115828 1.592637 0.137726  -0.3113
C4 1.217718 1.427915 -1.139508  0.2080
N3 0.165632 1.552690 -2.002297  -0.6432
C5 0.239237 1.140016 -3.300526  0.6720
O1 1.273168 0.792106 -3.823126  -0.5894
C6 -1.100765 1.125604 -4.007422  -0.6034
S1 -2.002298 -0.400911 -3.554313  0.2869
C7 -2.496831 0.049089 -1.949412  0.1793
N4 -2.502149 1.274116 -1.476221  -0.3725
N5 -2.880805 1.207288 -0.192925  -0.2813
C8 -3.106018 -0.041496 0.103608  0.3259
C9 -3.379177 -0.521372 1.491959  -0.0980
C10 -4.463698 0.311332 2.161610  -0.6013
N6 -2.133795 -0.410505 2.238977  -0.6030
C11 -1.172237 -1.362188 2.131209  0.6767
O2 -1.357611 -2.420719 1.562710  -0.6289
C12 0.097434 -1.017412 2.834897  -0.1652
C13 0.084494 -0.496387 4.125332  -0.1815
C14 1.265852 -0.236225 4.793691  -0.2305
C15 2.481944 -0.493053 4.181758  -0.1746
C16 2.518967 -1.004497 2.898276  -0.2665
C17 1.330409 -1.257287 2.238724  0.4329
F1 1.383324 -1.723504 0.979532  -0.3147
N7 -2.876934 -0.834684 -0.988890  -0.3478
C18 -2.965972 -2.263945 -1.099400  -0.4328
S2 2.817743 1.004776 -1.691783  0.3878
H1 6.182587 -0.645441 0.354160  0.2135
H2 4.539951 -1.284984 0.210762  0.2104
H3 5.267306 -0.421232 -1.140185  0.2100
H4 4.626663 0.867459 1.573078  0.2297
H5 5.277263 1.684052 0.145001  0.2208
H6 -0.746404 1.805149 -1.604382  0.4568
H7 -1.729358 1.971262 -3.735894  0.2615
H8 -0.951109 1.064309 -5.083959  0.2605
H9 -3.646289 -1.582872 1.475787  0.2357
H10 -5.412442 0.166558 1.652381  0.2207
H11 -4.572107 0.014345 3.201332  0.2180
H12 -4.199530 1.364145 2.107719  0.2286
H13 -1.864760 0.523908 2.509172  0.4132
H14 -0.863753 -0.317960 4.610520  0.2180
H15 1.238311 0.163929 5.795575  0.2173
H16 3.404547 -0.294931 4.705401  0.2170
H17 3.452634 -1.212507 2.402487  0.2255
H18 -2.514449 -2.568459 -2.042194  0.2252
H19 -4.010078 -2.581661 -1.081676  0.2066
H20 -2.423775 -2.722832 -0.269400  0.2698

Cartesian forces (eV/Å) of the 6 atoms listed first:
C 0.05 0.14 0.14
C 0.21 -0.12 -0.04
C -0.04 0.05 -0.75
N 1.03 -0.03 0.99
N -1.49 0.24 -0.61
C 1.01 -0.27 -0.24

The calculation puts the orbital gap at 9.3 eV. The calculation puts the total energy at -2127.97395 Eh. As for the LUMO energy: 0.6 eV. Its multiplicity is 1. The energy relative to the best compared isomer or geometry (same formula, charge and spin) comes out at 1.5 kcal/mol. The structure (SMILES) is CCc1nnc(NC(=O)CSc2nnc([C@H](C)NC(=O)c3ccccc3F)n2C)s1.

---

Formula: C23H41F2NO16S4
Source: OMol25
Level of theory: ωB97M-V with the def2-TZVPD basis set

Last column: Mulliken spin population.
Element x y z (Å)
C1 -0.186651 0.654226 -0.787646  -0.0591
N1 -0.928775 0.053225 0.326228  0.5729
O1 -0.633769 -1.157690 0.556094  0.1421
O2 -1.607016 0.835974 0.940439  0.2255
H1 -0.667433 1.601123 -1.033304  -0.0052
H2 -0.479059 0.229690 -1.748048  0.0297
H3 0.870001 0.858567 -0.614943  0.0297
C2 1.751331 -2.990158 4.890210  -0.0007
C3 0.345772 -2.747274 4.163028  0.0112
C4 0.464012 -3.510291 2.734827  -0.0198
S1 2.140634 -4.319110 2.622291  0.0152
O3 2.923639 -3.263508 1.908122  -0.0019
O4 1.968145 -5.676621 2.117157  -0.0013
C5 2.399729 -4.330169 4.475737  -0.0004
H4 1.740062 -2.969328 5.979956  -0.0005
H5 2.403440 -2.205947 4.505675  0.0009
H6 -0.035987 -1.728239 4.225657  -0.0058
H7 -0.403779 -3.130120 4.855627  0.0022
H8 0.236268 -2.863444 1.887578  0.0207
H9 -0.273678 -4.312702 2.728076  -0.0004
H10 3.416003 -4.500772 4.830949  0.0000
H11 1.874080 -5.158151 4.951370  -0.0010
C6 5.652411 -0.411574 -3.757094  -0.0008
C7 5.920651 -1.624401 -2.875704  0.0001
C8 4.609316 -1.865915 -2.065494  -0.0053
S2 3.258678 -0.797607 -2.930363  0.0147
O5 2.974242 0.412244 -2.152778  0.0006
O6 2.102464 -1.626195 -3.281902  -0.0024
C9 4.320127 -0.396691 -4.345178  0.0001
H12 6.364183 -0.556065 -4.569876  0.0000
H13 5.824364 0.547671 -3.268840  0.0001
H14 6.721088 -1.443355 -2.158336  0.0000
H15 6.280695 -2.455989 -3.481446  0.0000
H16 4.409418 -1.709622 -1.005444  0.0039
H17 4.206468 -2.835003 -2.359903  -0.0003
H18 4.002055 0.521349 -4.839283  -0.0001
H19 4.322966 -1.300421 -4.954570  0.0000
C10 -4.240689 1.945523 2.988228  -0.0091
C11 -4.151693 0.774518 4.002122  -0.0029
C12 -3.902430 -0.559863 3.242886  -0.0123
S3 -4.961765 -0.383991 1.751623  -0.0010
O7 -6.328223 -0.844228 1.969931  -0.0009
O8 -4.231859 -0.985091 0.607109  0.0048
C13 -5.011464 1.484532 1.723461  -0.0041
H20 -3.178831 2.115938 2.810691  0.0131
H21 -4.552955 2.841754 3.524275  0.0007
H22 -5.163043 0.586879 4.362762  0.0001
H23 -3.435865 0.872314 4.818285  0.0005
H24 -4.132233 -1.512221 3.720704  -0.0007
H25 -2.897523 -0.579186 2.821115  0.0197
H26 -6.079900 1.680908 1.634136  -0.0008
H27 -4.348502 1.656311 0.875474  0.0042
C14 1.201303 6.478285 0.240981  0.0026
C15 0.137788 7.438333 0.768020  -0.0001
C16 -1.184290 6.684381 0.957974  0.0043
S4 -0.663257 4.896501 1.234001  0.0054
O9 -0.791740 4.079122 -0.004646  -0.0025
O10 -1.149976 4.407297 2.526882  0.0017
C17 1.110457 5.282882 1.238278  -0.0039
H28 2.146045 6.984151 0.041814  -0.0002
H29 0.841802 6.201448 -0.750096  -0.0002
H30 0.245454 8.348957 0.178711  -0.0001
H31 0.326313 7.918883 1.728036  -0.0003
H32 -1.866057 6.611625 0.110634  -0.0006
H33 -1.785378 7.221299 1.691797  -0.0002
H34 1.699888 4.412198 0.950885  0.0079
H35 1.561901 5.558563 2.191324  -0.0002
C18 -2.641468 -3.115731 -1.046233  -0.0013
C19 -1.955041 -4.016834 -0.076796  0.0057
O11 -0.688910 -4.087412 -0.793236  -0.0001
C20 -0.875849 -3.946978 -2.083077  -0.0026
O12 -0.050865 -4.079261 -2.938014  0.0009
O13 -2.158359 -3.523188 -2.291135  -0.0003
F1 -2.497026 -5.226507 -0.012888  0.0004
H36 -2.303410 -2.132305 -0.719591  0.0101
H37 -3.724472 -3.168008 -0.934647  0.0001
H38 -1.968813 -3.533282 0.899984  -0.0060
C21 0.258815 0.575506 -4.466491  0.0039
C22 -0.643144 -0.745927 -4.626581  -0.0006
O14 -1.085509 -0.611965 -5.928675  -0.0001
C23 -1.029240 0.617660 -6.313373  0.0002
O15 -1.437994 1.106629 -7.368807  0.0000
O16 -0.457676 1.360081 -5.359982  0.0008
F2 -1.667012 -0.702348 -3.814927  0.0014
H39 1.299270 0.378436 -4.724781  -0.0017
H40 0.305263 1.088796 -3.506040  -0.0020
H41 -0.177932 -1.683088 -4.320976  0.0014

Cartesian forces (eV/Å) of the 6 atoms listed first:
C -1.40 0.98 -0.73
N 3.54 -0.23 -5.58
O -0.02 -2.48 1.54
O -3.68 2.73 4.46
H 0.12 0.63 0.92
H 0.91 -1.37 0.11

The calculation puts the orbital gap (alpha / beta) at 3.0 / 6.9 eV. The calculation puts the total energy at -3951.81878 Eh. As for the LUMO energy (alpha / beta): 2.0 / 2.0 eV. Its expectation value of S² is 0.75. The net charge is -1. Its multiplicity is 2.

---

Formula: C9H15ClI2N2OPPr
Source: OMol25
Level of theory: ωB97M-V with the def2-TZVPD basis set

Last column: Mulliken spin population.
Element x y z (Å)
I1 -1.662747 -1.611015 -0.221077  -0.2114
I2 -2.165513 1.440979 -0.626226  0.2113
Pr1 1.150254 0.440448 0.134714  2.0353
P1 0.528081 0.085908 -2.921623  -0.0060
C1 -1.058756 -0.022552 -3.845224  -0.0011
C2 1.270308 1.450576 -3.903157  -0.0002
H1 2.365169 -1.456885 -3.255401  0.0003
H2 1.505970 -1.113641 -4.800398  -0.0001
H3 0.802460 -2.236984 -3.571600  0.0001
C3 1.385763 -1.322127 -3.727557  -0.0004
H4 2.261551 1.687519 -3.499484  0.0002
H5 1.350836 1.133528 -4.952626  -0.0001
H6 -0.854764 -0.018113 -4.927318  -0.0002
H7 -1.691867 0.828375 -3.568464  0.0011
H8 0.633968 2.339927 -3.821094  -0.0001
H9 -1.585421 -0.938257 -3.554053  -0.0001
C4 -3.499192 -0.172803 1.716760  -0.0028
O1 -4.388976 -0.015170 2.397202  -0.0010
Cl1 3.642382 0.234794 -0.143263  -0.0202
N1 1.251716 -1.291774 2.038173  -0.0014
C5 0.587514 -0.413589 2.979560  -0.0037
C6 0.499761 -0.693042 4.340538  -0.0015
C7 -0.349703 0.118044 5.094325  0.0006
C8 -1.088158 1.124360 4.448217  -0.0009
C9 -0.899744 1.357158 3.096895  -0.0001
N2 0.025950 0.646132 2.383647  0.0022
H10 0.605364 -2.055336 1.769043  -0.0002
H11 2.043619 -1.742262 2.498631  -0.0002
H12 1.067979 -1.543832 4.724853  -0.0001
H13 -0.428455 -0.038606 6.174361  0.0000
H14 -1.792356 1.737175 5.014998  -0.0001
H15 -1.512999 2.061064 2.526633  0.0006

Cartesian forces (eV/Å) of the 6 atoms listed first:
I 0.08 1.93 -0.88
I 0.58 -1.97 0.11
Pr 0.33 -0.16 -0.50
P 0.21 -0.04 -1.60
C -0.30 0.04 0.69
C 0.15 0.25 0.58

The calculation puts the orbital gap (alpha / beta) at 5.5 / 5.5 eV. The calculation puts the total energy at -2450.16180 Eh. As for the LUMO energy (alpha / beta): -10.4 / -10.4 eV. Its expectation value of S² is 2.07. The net charge is +2. Its multiplicity is 3. The energy relative to the best compared isomer or geometry (same formula, charge and spin) comes out at 0.3 kcal/mol.